Entry w
The following is a DFT calculation (wB97M-V/def2-TZVPD) of one molecule with the formula C14H22N2O4S.

Last column: Mulliken charge in e.
Cartesian coordinates (Å):
C (-1.22, -1.74, 2.79)  -1.461
C (-0.60, -1.64, 1.40)  -0.054
C (-0.49, -0.18, 0.96)  -1.512
C (0.28, 0.01, -0.36)  2.925
C (-0.42, -0.62, -1.58)  -1.022
C (-1.81, -0.05, -1.85)  -0.646
C (-2.89, -0.72, -1.02)  0.506
O (-2.98, -1.90, -0.82)  -0.613
O (-3.77, 0.18, -0.55)  -0.299
C (-4.84, -0.34, 0.21)  -0.615
C (0.54, 1.49, -0.65)  -0.288
O (0.62, 1.96, -1.76)  -0.623
O (0.73, 2.20, 0.46)  -0.320
C (1.11, 3.57, 0.30)  -0.321
C (2.61, 3.70, 0.05)  -1.076
C (1.67, -0.56, -0.24)  -1.266
C (2.59, -0.19, 0.69)  -0.367
S (4.07, -1.06, 0.48)  -0.282
C (3.32, -1.86, -0.90)  0.436
N (3.98, -2.83, -1.57)  -0.435
N (2.11, -1.50, -1.13)  -0.505
H (-2.21, -1.29, 2.80)  0.259
H (-0.61, -1.22, 3.53)  0.355
H (-1.31, -2.78, 3.09)  0.412
H (-1.21, -2.20, 0.70)  0.271
H (0.40, -2.09, 1.42)  0.213
H (0.02, 0.39, 1.74)  0.722
H (-1.49, 0.25, 0.85)  0.463
H (0.21, -0.43, -2.44)  0.500
H (-0.48, -1.70, -1.44)  0.639
H (-1.85, 1.02, -1.69)  0.255
H (-2.07, -0.25, -2.89)  0.348
H (-5.42, 0.51, 0.56)  0.242
H (-4.46, -0.92, 1.06)  0.253
H (-5.47, -1.00, -0.40)  0.288
H (0.82, 4.06, 1.23)  0.347
H (0.55, 3.99, -0.54)  0.323
H (2.87, 3.20, -0.87)  0.289
H (2.87, 4.75, -0.02)  0.415
H (3.17, 3.25, 0.87)  0.261
H (2.49, 0.52, 1.49)  0.483
H (4.98, -2.85, -1.51)  0.243
H (3.57, -3.11, -2.45)  0.256

- HOMO: -0.2985 Ha
- Total charge: 0
- Frontier orbital gap: 8.707 eV

=====

Entry x
The following is a DFT calculation (wB97M-V/def2-TZVPD) of one molecule with the formula C14H22N2O4S.

Last column: Mulliken charge in e.
Cartesian coordinates (Å):
C (3.22, -1.01, 2.55)  -1.013
O (1.99, -0.47, 2.10)  -0.366
C (0.94, -1.32, 1.94)  1.146
C (1.01, -2.71, 1.95)  -0.698
C (-0.13, -3.46, 1.73)  -0.868
C (-1.36, -2.87, 1.47)  0.461
C (-2.59, -3.69, 1.24)  -1.425
C (-1.42, -1.48, 1.47)  -0.431
C (-0.30, -0.73, 1.70)  -0.144
S (-0.44, 1.06, 1.75)  1.307
O (-0.04, 1.54, 3.04)  -0.743
O (-1.75, 1.40, 1.27)  -0.719
N (0.66, 1.63, 0.64)  -0.312
C (0.43, 1.18, -0.71)  0.245
C (1.13, 2.12, -1.72)  -1.475
N (0.82, 1.96, -3.12)  0.171
C (-0.48, 2.40, -3.58)  -0.721
C (-1.54, 1.29, -3.62)  -0.384
O (-1.08, 0.16, -4.35)  -0.420
C (0.11, -0.34, -3.78)  -0.291
C (1.21, 0.73, -3.77)  -0.798
H (3.67, -1.65, 1.79)  0.371
H (3.10, -1.57, 3.48)  0.381
H (3.86, -0.15, 2.73)  0.267
H (1.95, -3.21, 2.14)  0.426
H (-0.05, -4.54, 1.74)  0.345
H (-3.14, -3.32, 0.38)  0.349
H (-2.34, -4.74, 1.07)  0.368
H (-3.25, -3.64, 2.10)  0.310
H (-2.35, -0.96, 1.29)  0.558
H (1.60, 1.51, 0.98)  0.336
H (0.76, 0.14, -0.85)  0.194
H (-0.66, 1.23, -0.84)  0.249
H (0.88, 3.14, -1.44)  0.322
H (2.21, 1.99, -1.61)  0.394
H (-0.83, 3.22, -2.96)  0.355
H (-0.34, 2.77, -4.61)  0.348
H (-2.43, 1.63, -4.15)  0.364
H (-1.82, 0.98, -2.61)  0.264
H (0.41, -1.19, -4.41)  0.368
H (-0.09, -0.71, -2.76)  0.184
H (2.11, 0.34, -3.29)  0.377
H (1.45, 0.98, -4.81)  0.346

- HOMO: -0.2998 Ha
- Total charge: 0
- Frontier orbital gap: 8.634 eV

=====

Which of them is least stable? Easy: entry x.

=====

Entry w
The following is a DFT calculation (wB97M-V/def2-TZVPD) of one molecule with the formula C6H9N3.

Last column: Mulliken charge in e.
Cartesian coordinates (Å):
C (-1.92, 0.43, -0.46)  -0.345
N (-1.16, 1.50, -0.18)  -0.547
N (-0.05, 0.88, 0.62)  0.051
C (1.25, 1.36, 0.16)  -0.457
C (1.76, 0.06, -0.33)  -0.075
N (0.79, -0.68, -1.01)  -0.573
C (0.85, -1.11, 0.28)  -0.132
C (-0.26, -0.43, 0.95)  -0.012
C (-1.52, -0.81, 0.12)  -0.755
H (-2.58, 0.64, -1.19)  0.505
H (1.13, 2.34, -0.46)  0.218
H (1.74, 1.70, 1.01)  0.334
H (2.99, 0.10, -0.51)  0.215
H (0.01, -0.35, -1.30)  0.321
H (1.23, -2.08, 0.55)  0.418
H (-0.38, -0.59, 2.12)  0.328
H (-1.45, -1.43, -1.04)  0.188
H (-2.44, -1.54, 0.68)  0.316

- HOMO: -0.2916 Ha
- Total charge: 0
- Frontier orbital gap: 8.912 eV

=====

Entry x
The following is a DFT calculation (wB97M-V/def2-TZVPD) of one molecule with the formula C6H9N3.

Last column: Mulliken charge in e.
Cartesian coordinates (Å):
C (0.62, 1.18, 1.32)  -1.393
C (0.50, 1.09, -0.21)  0.294
N (1.57, 0.45, -0.82)  -0.403
N (0.99, -0.49, -1.82)  -0.324
C (-0.14, -0.96, -1.18)  0.290
C (-0.85, -2.10, -0.98)  -1.057
C (-1.96, -1.70, -0.16)  -0.323
C (-1.76, -0.37, 0.14)  -0.510
N (-0.68, 0.05, -0.49)  0.019
H (0.13, 2.00, 1.77)  0.345
H (1.69, 1.20, 1.57)  0.392
H (0.18, 0.33, 1.81)  0.385
H (0.23, 1.99, -0.61)  0.391
H (2.21, 1.16, -1.06)  0.241
H (1.74, -1.20, -2.10)  0.315
H (-0.78, -3.02, -1.38)  0.481
H (-2.86, -2.14, 0.08)  0.491
H (-2.32, 0.15, 0.96)  0.367

- HOMO: -0.2642 Ha
- Total charge: 0
- Frontier orbital gap: 8.231 eV

=====

Entry y
The following is a DFT calculation (wB97M-V/def2-TZVPD) of a 3-piece molecular cluster, C6H9N3 overall.

Last column: Mulliken charge in e.
Cartesian coordinates (Å):
C (2.15, -0.57, -2.03)  -0.849
C (0.75, -0.36, -1.52)  0.340
N (-0.33, -0.27, -1.15)  -0.390
H (2.32, -1.60, -2.33)  0.303
H (2.84, -0.37, -1.22)  0.305
H (2.33, 0.15, -2.81)  0.263
C (-3.03, 0.23, 0.50)  -0.792
C (-2.87, -1.21, 0.46)  0.403
N (-2.82, -2.37, 0.43)  -0.422
H (-2.36, 0.71, -0.23)  0.291
H (-2.73, 0.60, 1.50)  0.224
H (-4.07, 0.45, 0.32)  0.328
C (0.98, 0.56, 1.65)  -0.405
C (1.97, 1.19, 0.79)  0.368
N (2.68, 1.68, 0.02)  -0.447
H (1.39, -0.34, 2.11)  0.271
H (0.11, 0.27, 1.07)  -0.107
H (0.70, 1.26, 2.44)  0.315

- HOMO: -0.4181 Ha
- Total charge: 0
- Frontier orbital gap: 12.038 eV

=====

Entry z
The following is a DFT calculation (wB97M-V/def2-TZVPD) of C6H9N3 as an isolated structure.

Last column: Mulliken charge in e.
Cartesian coordinates (Å):
C (-4.69, -0.29, 1.15)  -0.103
C (-3.45, -0.25, 1.02)  -0.354
C (-2.00, -0.30, 0.91)  -0.368
C (-0.18, -0.16, -0.65)  0.166
C (2.72, 1.03, -1.23)  -0.191
C (3.02, -0.26, -0.62)  -0.390
H (-5.93, 0.03, 0.65)  0.284
H (-1.82, 0.76, 1.52)  0.233
H (-1.69, -1.02, 1.52)  0.300
H (0.27, -0.50, -1.65)  0.273
H (0.51, -0.91, 1.68)  0.132
H (3.45, 1.91, -0.88)  0.265
H (2.15, 0.84, -2.26)  0.205
H (2.32, -1.02, -1.11)  0.178
H (3.75, -0.68, 0.19)  0.279
N (-1.39, -0.45, -0.46)  -0.398
N (0.77, 0.54, 0.16)  -0.261
N (2.19, 0.74, 0.07)  -0.250

- HOMO: -0.3364 Ha
- Total charge: 0
- Frontier orbital gap: 7.057 eV

=====

Which of them is least stable? Easy: entry z.

=====

Entry w
The following is a DFT calculation (wB97M-V/def2-TZVPD) of a 2-piece molecular cluster, C6H9N3 overall.

Last column: Mulliken charge in e.
Cartesian coordinates (Å):
C (0.05, 1.92, -1.91)  -0.047
C (0.00, 0.03, -0.26)  0.021
C (-1.17, -0.16, 0.45)  -0.521
C (-1.00, -1.16, 1.45)  -0.627
C (1.36, -1.31, 1.70)  -0.527
C (0.94, -1.10, 0.23)  0.180
H (-0.98, 3.73, -1.51)  0.204
H (0.79, 2.24, -2.51)  0.415
H (0.83, -0.39, -2.47)  0.317
H (-1.84, 0.61, 0.32)  0.574
H (-0.96, -0.73, 2.46)  0.259
H (-1.83, -1.68, 1.31)  0.449
H (2.04, -2.00, 2.00)  0.339
H (1.26, -0.17, 2.13)  0.188
H (1.36, -1.81, -0.63)  0.079
N (-0.88, 2.75, -1.27)  -0.578
N (0.47, 0.75, -1.38)  -0.348
N (0.16, -1.95, 1.07)  -0.375

- HOMO: -0.3092 Ha
- Total charge: 0
- Frontier orbital gap: 7.474 eV

=====

Entry x
The following is a DFT calculation (wB97M-V/def2-TZVPD) of a 3-piece molecular cluster, C6H9N3 overall.

Last column: Mulliken charge in e.
Cartesian coordinates (Å):
C (0.05, -2.82, -3.63)  -0.501
C (1.22, -2.10, -4.13)  0.269
N (2.14, -1.53, -4.52)  -0.358
H (-0.83, -2.37, -4.09)  0.247
H (0.08, -2.81, -2.54)  0.101
H (0.10, -3.86, -3.94)  0.246
C (0.67, -0.88, 1.75)  -0.609
C (0.11, -1.96, 0.92)  0.294
N (-0.34, -2.80, 0.28)  -0.379
H (0.39, 0.06, 1.28)  0.131
H (1.74, -1.06, 1.84)  0.275
H (0.26, -0.91, 2.76)  0.283
C (-0.64, 3.73, 1.99)  -0.649
C (-1.55, 4.06, 3.08)  0.299
N (-2.25, 4.37, 3.93)  -0.325
H (0.40, 3.77, 2.32)  0.262
H (-0.80, 4.40, 1.14)  0.266
H (-0.76, 2.73, 1.58)  0.146

- HOMO: -0.4285 Ha
- Total charge: 0
- Frontier orbital gap: 11.817 eV

=====

Which of them is least stable? Easy: entry w.